# 1
ORCA calculation (ωB97M-V with the def2-TZVPD basis set) on 5 unconnected molecules or ions with the total composition C39H54ClIN8O12Si in a non-equilibrium geometry.

The geometry in XYZ format:
```
116
Properties=species:S:1:pos:R:3:forces:R:3:lowdin_charge:R:1
C 1.1535 4.1748 -4.8643 0.1 0.0 -0.1 0.00
H 1.6096 -6.6270 2.8091 -0.9 0.8 0.6 0.09
H 1.4820 -0.5278 2.1162 -1.1 0.4 0.9 0.09
H -1.6446 -2.8659 -9.1025 0.1 0.0 0.1 0.11
O -0.7199 -6.0865 0.7751 0.6 1.5 2.8 0.06
C -0.3243 6.3724 2.3716 -0.1 0.1 0.2 -0.06
H 0.2223 3.1964 -0.3983 0.2 -1.2 0.6 0.09
N 2.2107 -5.3939 0.5293 0.5 1.4 -0.3 -0.03
H -0.0039 -4.6938 -8.8070 0.1 0.1 0.1 0.11
N 0.2588 -4.8905 2.6432 0.4 0.2 -0.7 -0.12
C -0.7827 5.2064 -3.1426 0.2 -0.1 -0.1 -0.07
O 2.4753 -1.2178 -5.0933 0.0 -0.3 -0.2 0.07
C 1.0594 -4.1866 -2.1069 -0.4 -0.4 0.3 -0.21
C -4.4064 3.1147 2.6380 0.1 -0.1 0.0 0.00
H 0.1872 -6.5058 4.0238 1.1 0.7 -1.0 0.11
C -4.7890 3.6682 3.8540 -0.1 0.1 -0.1 -0.07
C -0.1961 3.9036 -5.0721 0.2 0.5 0.6 -0.14
C 0.6460 -0.0106 2.6859 -0.3 1.1 0.0 -0.19
H 0.4910 -0.4563 -6.2848 0.2 -0.2 0.0 0.11
C -0.2874 7.7475 2.5800 0.0 0.0 0.0 -0.07
H -0.7608 -2.7170 3.5138 1.5 -0.2 0.2 0.07
H -5.9155 5.2142 4.8321 0.0 0.0 -0.1 0.11
N -0.5994 3.0826 -6.2152 -0.1 -0.3 -0.4 -0.35
H -1.3872 -0.7488 -7.8488 0.1 0.0 0.1 0.11
C 0.3930 -1.3868 -6.8315 0.0 0.1 0.1 0.00
H -0.4470 -0.1676 0.6997 -0.2 0.6 1.3 0.08
O 4.2508 -3.2144 2.8193 -1.3 0.0 -1.2 -0.17
H 2.2584 -6.9497 -3.0767 -0.4 -0.2 1.2 0.03
H -1.5731 2.1389 0.7813 1.2 -0.3 0.9 0.08
H -2.5113 -3.8844 2.1853 0.3 -1.3 -0.1 0.07
C 0.9632 -5.9207 3.4173 0.2 -0.3 1.4 -0.08
H 1.6003 -5.3890 4.2073 -0.8 -0.8 -1.2 0.07
Cl -0.0301 -2.9363 0.8636 0.2 -0.3 0.6 0.81
H 1.2669 -7.5423 -1.5640 1.0 0.5 -0.7 0.03
H -0.9164 4.4704 3.1545 -0.1 0.1 0.2 0.09
N 2.7603 -2.9690 0.4811 0.5 -0.2 0.5 0.05
C 2.4060 -4.1708 1.3122 1.4 0.7 1.4 -0.48
H -4.4482 3.2245 4.7823 0.0 0.0 -0.1 0.10
H -0.5561 2.6186 2.2371 0.1 -0.9 -1.0 0.09
H 6.1128 -3.3353 3.3623 -0.8 0.1 -0.4 0.12
H -0.9081 -0.4728 4.1882 1.5 -0.6 0.0 0.12
O -1.7914 2.8911 -6.3851 0.3 0.0 0.1 0.07
C -1.1683 4.4108 -4.2149 -0.2 0.0 0.0 0.00
H 3.5473 -5.1810 3.0653 -0.1 0.9 -0.8 0.12
C -6.0507 5.3664 2.6927 0.2 -0.2 0.0 -0.07
H -6.0176 5.2793 0.5538 0.1 -0.2 0.0 0.12
C -5.6127 4.7890 3.8807 0.0 0.0 0.0 -0.07
H -3.0753 -5.6346 1.6950 1.1 1.0 0.3 0.09
C 1.5300 4.9735 -3.7913 -0.2 0.0 0.0 -0.06
C -0.8165 -5.3769 1.7806 -2.5 -1.1 -2.3 -0.47
H 4.2690 -3.5821 -1.7174 0.1 -1.5 0.0 0.03
H 3.7864 -2.9433 0.3368 -0.8 -0.3 0.1 0.08
C 1.0628 -3.7861 2.1248 -0.1 -0.2 -0.4 -0.59
H -1.5846 0.1034 2.0970 1.2 0.1 -0.2 0.10
C -1.4288 6.0951 4.4854 0.3 0.5 -0.6 -0.14
H -3.7666 2.2398 2.6298 -0.1 0.1 -0.2 0.12
C 0.1109 -3.7686 -8.2534 0.0 0.2 0.1 -0.07
H -1.5320 5.6090 -2.4701 0.0 -0.1 -0.1 0.11
H 2.3721 1.9102 1.0764 -0.1 0.9 0.2 0.05
H -2.2198 4.1988 -4.3687 0.2 -0.1 -0.1 0.12
H 1.1478 -4.4020 -3.2187 0.0 0.6 1.2 0.03
H -6.6914 6.2408 2.7189 0.1 -0.1 -0.1 0.11
C -0.8960 5.5398 3.3260 0.0 -0.1 -0.1 0.00
H 0.8607 6.1180 -2.1007 0.0 -0.1 -0.1 0.10
O 3.2044 -3.1820 -5.6055 -0.2 0.2 -0.1 0.06
C 2.1939 -7.0226 -1.9490 1.0 0.0 0.6 -0.20
H -1.8235 7.9094 5.5944 0.0 -0.2 0.0 0.12
H 2.5777 5.1963 -3.6237 -0.1 -0.1 0.0 0.11
H 0.0363 -4.5969 -1.7889 1.4 0.7 -0.3 0.04
H 1.5614 3.0990 1.8734 0.4 -0.1 -0.4 0.04
H -0.7990 9.3687 3.8951 0.0 -0.1 0.0 0.11
N 1.8385 2.7850 0.9356 -0.7 -1.2 -0.1 -0.04
O 1.3738 -2.8282 3.1331 -1.2 -0.7 -0.4 -0.19
H 0.8642 1.4444 -0.3918 -0.8 1.1 0.6 0.12
O -1.9855 4.0161 5.2976 0.0 0.3 0.0 0.06
C -0.8289 8.2964 3.7382 0.0 -0.2 -0.1 -0.06
C -5.6707 4.8212 1.4724 -0.1 0.1 -0.1 0.00
O 0.2798 2.6375 -6.9349 -0.2 0.1 0.2 0.07
H 1.1488 -3.0947 -1.8321 -0.2 -1.2 -0.6 0.01
H 1.0862 0.9941 3.0186 -0.5 -1.4 -0.3 0.10
H 0.8010 -0.4677 4.9158 -0.8 -0.3 -1.4 0.08
O 5.2453 -3.6745 3.6655 1.4 -0.6 1.4 -0.04
N 2.4118 -2.2618 -5.7195 0.3 0.1 0.4 -0.35
C 0.5601 2.3276 0.2526 0.1 0.6 1.0 -0.25
I 0.3992 -3.1145 5.9633 -0.1 0.0 -0.6 0.80
N -4.4710 3.1013 0.1718 0.1 -0.1 -0.4 -0.34
H 4.3492 -4.9621 -2.8900 -0.1 0.1 1.6 0.04
C 4.1990 -4.7240 -1.7796 -0.3 1.0 -0.3 -0.20
O -3.7815 2.0951 0.1942 -0.2 0.3 0.0 0.05
H 0.1666 8.3946 1.8366 0.0 -0.1 0.1 0.11
H 1.8878 -4.4214 -7.2532 0.0 0.2 0.1 0.12
N -2.0117 5.2184 5.5022 -0.2 -0.2 0.3 -0.34
H 0.0965 5.9495 1.4659 0.0 0.0 0.1 0.11
H 4.9850 -5.1930 -1.1131 -0.7 0.5 -0.9 0.03
H 4.4942 -4.8492 1.5483 -1.2 0.5 0.7 0.14
C 0.5634 5.4901 -2.9345 0.0 0.0 0.0 -0.08
C 3.6875 -4.4155 2.2451 0.6 -1.1 -0.3 -0.12
H 2.6012 -2.1096 1.0373 -0.2 -0.8 -0.4 0.07
C -0.5863 1.9429 1.3255 -0.3 -0.7 -1.7 -0.19
C -0.6682 -1.5490 -7.7139 0.1 -0.2 0.0 -0.06
H 3.1287 -7.6059 -1.6218 -1.4 0.5 -0.4 0.03
H -2.3717 -5.3027 3.3370 0.0 0.6 -1.3 0.09
O -4.8643 3.6452 -0.8464 0.1 -0.1 0.3 0.08
C 0.2509 -2.3858 3.8800 -0.8 1.8 0.3 -0.69
C 0.1797 -0.7707 4.0075 0.5 -0.4 -0.4 -0.22
C 1.1764 -3.6133 -7.3750 0.0 -0.1 0.0 0.00
H 2.6816 -6.2093 0.9322 -0.3 0.5 -0.2 0.09
C -0.5628 0.3763 1.6913 0.4 0.7 -0.3 -0.20
C 1.3062 -2.4230 -6.6651 -0.6 -0.1 -0.5 -0.15
C -2.3116 -4.9963 2.2332 1.0 -0.7 1.3 -0.02
C -1.4050 7.4708 4.6964 0.0 0.1 0.1 0.00
Si 2.4077 -5.2326 -1.2270 -0.2 -0.8 -1.5 0.46
C -4.8543 3.6935 1.4541 -0.2 0.3 0.7 -0.14
H 1.9151 3.7778 -5.5249 -0.2 0.0 0.0 0.12
O -2.4875 5.7382 6.4972 0.1 -0.1 -0.3 0.08
C -0.8106 -2.7392 -8.4199 0.0 0.0 0.0 -0.07
```
Forces are in eV/Å.

Results
* relative energy (zero: lowest compared OMol25 entry of this formula, charge and spin): 65.80 kcal/mol
* LUMO energy: -0.86 eV
* SMILES string: CC(=O)N(C)[C@@](Cl)(O[C@@H](I)CCCCCN)[C@@](N)(COO)N[Si](C)(C)C.O=[N+]([O-])c1ccccc1.O=[N+]([O-])c1ccccc1.O=[N+]([O-])c1ccccc1.O=[N+]([O-])c1ccccc1
* spin multiplicity: 1
* orbital gap: 8.2 eV
* DFT total energy: -106295.431 eV



# 2
ORCA calculation (ωB97M-V with the def2-TZVPD basis set) on a molecular structure, C3H3CoLiO3 in a non-equilibrium geometry.

The geometry in XYZ format:
```
11
Properties=species:S:1:pos:R:3:forces:R:3:lowdin_charge:R:1
H -0.0483 0.2148 -2.0944 -0.1 -0.2 0.3 0.17
C -0.7945 -1.3435 0.1644 -3.1 1.2 -3.9 0.31
O -0.1807 0.6808 1.3217 0.0 -0.6 -0.9 0.01
O -1.3638 -0.9844 -0.9439 0.3 -2.5 2.0 0.14
Li -0.5408 -0.9151 2.4248 0.0 0.0 0.7 0.87
H -1.3153 1.1195 -1.1457 0.0 -0.3 0.2 0.18
Co 2.9267 0.2102 -0.2917 2.4 0.8 -0.6 1.00
O 1.3407 -0.6150 0.1266 -2.5 0.7 0.1 -0.28
H 0.4522 1.3961 1.4613 0.1 0.4 0.2 0.15
C 0.1469 -0.0348 0.1412 2.4 0.1 1.8 -0.62
C -0.6231 0.2715 -1.1640 0.3 0.5 0.2 0.09
```
Forces are in eV/Å.

Results
* relative energy (zero: lowest compared OMol25 entry of this formula, charge and spin): 21.97 kcal/mol
* ⟨S²⟩: 8.758
* LUMO energy (spin up / spin down): -10.40 / -12.60 eV
* charge: +2
* spin multiplicity: 6
* orbital gap (spin up / spin down): 5.2 / 8.1 eV
* DFT total energy: -47109.324 eV



# 3
ORCA calculation (ωB97M-V with the def2-TZVPD basis set) on C4H5NO in the gas phase in a non-equilibrium geometry.

The geometry in XYZ format:
```
11
Properties=species:S:1:pos:R:3:forces:R:3:lowdin_charge:R:1
H 1.3744 0.9195 -0.4754 -0.1 -0.2 0.0 0.11
C -0.6087 0.0712 -0.0482 0.3 0.3 -0.3 -0.47
H 0.0745 1.8315 1.2153 0.2 -0.2 -0.2 0.11
N 0.0089 -0.4087 -2.4280 -1.2 1.1 0.1 0.14
C 0.0246 0.7511 1.1197 0.1 0.2 0.2 -0.03
O -1.2840 -1.0397 0.4517 0.3 -0.2 -0.7 0.03
C -0.4428 0.1053 -1.4799 -0.4 -0.7 -1.1 -0.19
C 0.9484 0.1105 0.1182 0.5 0.0 0.1 -0.07
H -1.0907 -1.7700 -0.1428 -0.2 -0.4 -0.1 0.11
H 1.3075 -0.8283 -0.3591 0.3 0.1 2.1 0.14
H -0.3121 0.2576 2.0286 0.2 0.0 -0.2 0.12
```
Forces are in eV/Å.

Results
* relative energy (zero: lowest compared OMol25 entry of this formula, charge and spin): 92.16 kcal/mol
* LUMO energy: 0.81 eV
* SMILES string: N#CC1(O)CC1
* spin multiplicity: 1
* orbital gap: 10.0 eV
* DFT total energy: -7762.530 eV



# 4
ORCA calculation (ωB97M-V with the def2-TZVPD basis set) on C23H40N2O3 in the gas phase.

The geometry in XYZ format:
```
68
Properties=species:S:1:pos:R:3:forces:R:3:lowdin_charge:R:1
H -2.4767 0.3378 1.4902 -0.1 0.0 0.0 0.14
H 1.1107 0.8458 3.2949 0.0 0.1 -0.1 0.04
H -3.1431 -0.6373 -3.8953 -0.1 0.1 0.0 0.12
H 0.2995 -3.0915 2.3812 0.1 0.0 -0.1 0.12
C -0.6496 -1.2104 2.0503 0.4 -0.2 0.0 -0.11
C -2.1842 -0.1186 -3.8310 0.1 0.0 0.2 -0.18
H -5.3627 0.9712 1.0029 -0.1 -0.1 0.1 0.07
C 4.8633 -0.2118 -1.4581 0.1 -0.3 0.2 -0.28
H -1.5346 3.0873 -0.8715 0.0 0.0 0.0 0.15
H 6.4867 -0.8789 -2.7224 0.1 -0.1 -0.1 0.07
N -0.3587 1.3665 -0.8245 0.0 0.4 0.0 -0.03
C -1.9753 -1.0986 -1.4998 0.2 -0.1 -0.2 -0.05
H -0.9438 -1.8905 -4.0216 0.1 -0.1 0.0 0.07
H 2.5646 -0.9658 4.1217 0.1 -0.1 0.0 0.10
H 1.7593 -0.9390 5.6875 0.1 0.0 0.0 0.10
C -0.7561 -1.4388 0.5585 -0.4 0.2 0.1 -0.44
O 0.7663 1.5817 1.0988 0.2 0.1 0.4 0.04
H -0.1758 -0.4100 -4.6032 0.2 0.0 0.0 0.07
H -3.9105 3.2358 -0.4389 0.1 0.0 0.1 0.12
H 2.1705 0.8726 -1.6095 -0.1 -0.1 -0.1 0.12
H 3.5210 1.4093 0.3490 0.0 0.0 0.1 0.12
C -2.7344 0.0989 0.4597 -0.1 0.2 0.1 -0.06
H -2.9525 -1.5759 -1.6496 0.0 0.0 0.0 0.15
H -0.3486 -1.7343 4.6035 -0.1 0.0 0.1 0.11
H -3.5850 2.6781 1.2047 0.1 0.1 0.0 0.12
C -3.8825 2.3543 0.2047 0.0 -0.2 -0.2 -0.18
H -0.4637 -0.1526 2.2338 -0.2 0.1 0.0 0.09
C -1.9153 0.1850 -2.3493 -0.1 -0.1 -0.4 -0.32
C -1.4435 2.1573 -0.2947 -0.1 0.1 0.3 -0.05
H 1.5869 -0.6210 -0.8385 0.0 0.0 -0.2 0.11
H 4.9445 -0.6291 0.6420 0.0 -0.1 0.0 0.11
C -1.1172 -0.9484 -4.5342 -0.2 0.1 0.1 -0.08
H 1.0028 -2.8589 4.5501 -0.1 0.0 0.0 0.10
N -1.7836 -0.8272 -0.0951 -0.2 -0.3 -0.1 -0.03
C 0.6324 -1.9098 4.1549 0.3 0.0 -0.1 -0.21
H -5.5702 1.3663 -0.7122 -0.1 -0.1 0.0 0.07
C 1.9013 0.4103 -0.6586 0.3 0.0 0.3 -0.10
O 0.0219 -2.1501 -0.0522 0.4 -0.3 0.0 0.05
C 1.1186 0.6075 4.3543 0.2 -0.2 0.0 -0.10
H -0.5154 1.7441 -2.8675 0.0 -0.1 -0.1 0.15
H -1.5949 -1.4889 2.5235 0.0 0.1 0.0 0.13
C -2.9994 1.1068 -1.8166 0.3 -0.2 0.2 -0.30
H 5.2382 0.8125 -1.3916 -0.1 0.1 0.0 0.11
H 3.7451 -1.5822 -0.2315 0.0 -0.1 0.0 0.12
H 1.7818 1.3167 4.8455 0.0 0.1 0.0 0.07
H -1.1888 2.4093 0.7377 -0.1 0.0 -0.2 0.14
C 1.6001 -0.8155 4.6122 -0.3 0.0 0.1 -0.26
C -5.2865 1.7605 0.2593 0.1 0.1 0.0 -0.09
H 0.1166 0.7489 4.7557 -0.1 0.1 0.0 0.08
C 6.0181 -1.1528 -1.7797 -0.1 0.2 -0.1 -0.12
H 5.6622 -2.1778 -1.8579 0.0 -0.1 0.0 0.07
H 6.7728 -1.1125 -0.9972 0.1 0.0 0.1 0.07
C 0.7404 1.1622 -0.0446 0.0 0.0 -0.5 -0.43
O -3.8805 1.5678 -2.4967 -0.2 0.1 -0.1 0.14
H 1.4213 -1.7637 2.1490 0.1 -0.1 -0.1 0.11
C -2.7985 1.4151 -0.3476 -0.2 0.4 0.3 -0.32
C 4.1844 -0.5859 -0.1418 -0.1 0.4 -0.2 -0.22
H 2.7506 0.1367 1.2840 0.0 0.1 0.0 0.10
C 3.1028 0.4025 0.2862 -0.1 -0.2 0.0 -0.19
H -2.3037 0.8330 -4.3536 -0.1 0.0 0.0 0.12
H -1.1900 -1.7951 -1.7998 -0.2 0.1 0.0 0.13
H -1.4472 -1.1725 -5.5456 0.0 -0.1 -0.1 0.08
C 0.4878 -2.0465 2.6364 -0.3 0.0 0.1 -0.18
H 0.2373 0.1917 -2.4272 0.0 0.1 -0.1 0.12
H -5.9951 2.5400 0.5280 -0.1 0.0 0.0 0.08
H -3.7281 -0.3660 0.4426 0.0 0.1 0.1 0.14
H 4.1380 -0.2501 -2.2730 0.0 0.1 0.0 0.10
C -0.5521 0.8943 -2.1706 0.0 -0.2 -0.2 -0.06
```
Forces are in eV/Å.

Results
* relative energy (zero: lowest compared OMol25 entry of this formula, charge and spin): 1.84 kcal/mol
* LUMO energy: 0.66 eV
* SMILES string: CCCCCC(=O)N1C[C@]2(CC)CN(C(=O)CCCCC)C[C@](CC)(C1)C2=O
* spin multiplicity: 1
* orbital gap: 9.5 eV
* DFT total energy: -33624.923 eV



# 5
ORCA calculation (ωB97M-V with the def2-TZVPD basis set) on C2HN2OP in the gas phase in a non-equilibrium geometry.

The geometry in XYZ format:
```
7
Properties=species:S:1:pos:R:3:forces:R:3:lowdin_charge:R:1
C -0.0651 1.3437 0.1405 0.2 0.1 1.0 -0.44
N -0.2250 2.2787 -0.4920 -0.2 1.0 -0.5 0.12
O -1.4247 -0.6164 0.6171 0.8 -0.8 0.3 -0.35
P 0.1632 -0.1873 1.0414 -2.4 0.1 -0.9 0.91
C 1.1833 -0.5864 -0.3480 0.7 -1.1 -0.1 -0.45
H -1.6972 -1.3942 0.0806 0.8 0.7 0.5 0.08
N 2.0656 -0.8381 -1.0396 0.1 -0.1 -0.3 0.12
```
Forces are in eV/Å.

Results
* relative energy (zero: lowest compared OMol25 entry of this formula, charge and spin): 8.65 kcal/mol
* LUMO energy: -0.84 eV
* SMILES string: N#CP(O)C#N
* spin multiplicity: 1
* orbital gap: 10.6 eV
* DFT total energy: -16405.129 eV



# 6
ORCA calculation (ωB97M-V with the def2-TZVPD basis set) on a molecular structure, C23H36N3O2PZr in a non-equilibrium geometry.

The geometry in XYZ format:
```
66
Properties=species:S:1:pos:R:3:forces:R:3:lowdin_charge:R:1
C -2.1909 -2.0831 -1.3852 3.3 1.9 0.2 -0.13
H 2.1609 -1.3133 2.1749 0.0 -0.1 0.0 0.02
O 3.4234 0.6036 0.9296 0.4 0.4 0.5 0.19
C -3.4085 -2.7710 -1.2914 -0.8 -0.4 0.0 0.04
H -1.6972 -1.4660 3.7340 -0.2 0.4 -0.3 0.07
H -4.1665 -2.0262 -1.0166 -0.1 -0.3 0.0 0.13
C 4.7438 -3.1258 -1.9075 0.4 -0.2 -0.1 0.05
H 1.6874 -2.5933 -4.4224 0.1 -0.2 0.3 0.16
C -1.1572 2.7388 2.9229 0.0 0.4 0.4 -0.08
C -1.8744 -0.5506 1.7210 0.2 -0.9 0.0 -0.50
C 3.5668 -2.3553 -1.8053 -1.4 0.9 0.5 -0.11
H 2.2618 -1.1098 3.9076 0.3 0.0 0.0 0.11
H -3.3397 -1.3537 3.1717 0.5 0.5 -0.4 0.11
C -1.6116 2.7456 0.4650 0.0 0.1 0.3 -0.12
H 0.9482 -1.9969 3.2943 -0.2 0.0 -0.3 0.09
H 5.3675 -2.6341 -2.6661 0.2 -0.3 0.1 0.14
C 1.3560 0.7595 -4.0410 0.1 -0.4 -0.7 -0.09
H 0.3368 2.6024 1.4017 -0.1 0.4 0.0 0.08
H 0.1046 4.6300 -1.3122 0.2 0.2 0.1 0.13
H 1.5097 0.9877 2.8966 0.0 0.0 0.4 0.10
H -1.6615 -1.5371 1.2753 0.0 0.0 0.2 0.05
C -0.6835 2.2150 1.5634 1.2 -0.4 -0.3 -0.51
C 0.7879 0.1785 3.0901 0.9 -0.3 -1.0 -0.52
H 1.0300 0.5035 5.1636 -0.4 0.2 -0.2 0.12
H -2.7885 0.2809 -0.0869 0.1 0.3 -0.4 0.05
H -2.0268 2.1901 3.3111 0.4 0.1 0.0 0.09
H -3.8952 -0.6557 0.8816 0.3 -0.3 0.2 0.09
H -1.4578 3.8372 0.3905 -0.2 -0.4 0.0 0.10
H -2.5119 0.1340 3.7303 0.1 -0.6 -0.3 0.09
H -0.7616 -2.4701 -4.2175 -0.1 -0.3 0.3 0.15
H -0.3588 2.8438 3.6688 -0.3 -0.4 -0.2 0.09
H 1.5964 4.4735 -0.2904 -0.1 0.2 -0.2 0.14
C 1.9815 -0.4836 -4.1595 0.0 0.7 -0.7 -0.08
H -2.6533 2.5817 0.7744 0.4 0.2 -0.4 0.08
C 0.1734 0.3406 4.4853 -0.3 -0.1 0.3 -0.07
C 1.1276 4.2340 -1.2542 0.0 0.8 0.0 0.04
H 3.0273 -0.5274 -4.4238 0.2 0.0 0.3 0.16
C 1.2239 -1.6554 -4.1596 -0.8 -0.2 -0.7 -0.08
C -0.1693 -1.5894 -4.0472 0.6 0.1 -0.6 -0.08
H -0.5514 1.1622 4.5602 0.5 -0.6 0.3 0.06
N -1.1765 -1.4904 -1.4173 -1.9 -1.1 -0.3 0.03
Zr 0.7530 -0.4934 -1.8896 0.4 -0.1 4.4 1.66
H 4.4349 -4.1326 -2.2201 0.4 0.0 0.0 0.14
C -0.0412 0.8329 -3.9285 -0.4 -0.7 -0.7 -0.08
H -0.2860 -0.6042 4.8215 0.2 0.6 -0.2 0.09
O 0.6729 -3.4155 0.8716 0.4 4.5 -1.8 0.15
H -1.4845 3.7753 2.8082 -0.1 0.0 -0.3 0.10
C -3.0403 0.0277 0.9333 -0.4 0.2 -0.1 -0.13
H -3.4708 0.9036 1.4133 0.2 0.1 0.0 0.09
C -0.8030 -0.3439 -3.9321 0.4 0.7 -0.7 -0.08
N 2.6048 -1.7167 -1.6993 0.4 -0.3 -0.6 0.03
H -1.4213 2.2828 -0.5107 -0.3 0.1 0.1 0.04
H 1.9178 1.6599 -4.2115 0.3 0.3 0.3 0.15
C 2.5128 0.1979 0.4321 -0.1 -0.3 -1.3 -0.13
H 5.2332 -3.1369 -0.9248 0.1 -0.2 -0.2 0.14
C 1.5694 -1.1307 3.0698 0.2 -0.2 0.7 -0.13
C -2.3695 -0.8081 3.1640 0.1 -0.2 0.6 -0.08
H -1.8716 -0.2862 -4.0210 -0.4 0.1 0.3 0.15
H 1.7331 4.6021 -2.0872 0.0 0.3 0.1 0.14
P -0.1833 0.3593 1.4952 -3.8 1.0 1.0 1.11
C 0.7708 -2.3608 0.3949 -0.4 -4.7 1.3 -0.07
H -0.5324 1.7826 -4.0187 -0.2 0.4 0.4 0.15
N 0.9323 1.6687 -1.4046 0.3 2.2 -0.5 0.02
H -3.3106 -3.5482 -0.5233 -0.2 0.0 -0.1 0.15
C 1.0358 2.8379 -1.3711 -0.3 -3.6 0.3 -0.14
H -3.6287 -3.2078 -2.2711 -0.2 -0.1 0.1 0.14
```
Forces are in eV/Å.

Results
* relative energy (zero: lowest compared OMol25 entry of this formula, charge and spin): 0.00 kcal/mol
* LUMO energy (spin up / spin down): -14.46 / -14.46 eV
* charge: +4
* spin multiplicity: 1
* orbital gap (spin up / spin down): 5.3 / 5.3 eV
* DFT total energy: -43526.961 eV